A structure of composition C36H40Br2N9O4SSiZr in a non-equilibrium geometry, computed with ωB97M-V with the def2-TZVPD basis set.

XYZ file:
```
94
C36H40Br2N9O4SSiZr, DFT ωB97M-V with the def2-TZVPD basis set
Zr 0.0682 -0.6582 0.1937
Br 5.8244 -3.0606 -0.7112
C 5.5929 -4.2192 0.7834
Br 4.7093 -5.8545 0.4409
H 5.0538 -3.6747 1.5512
H 6.5458 -4.4858 1.1582
N 3.2314 -0.0721 -1.1056
C 4.0879 -0.2225 -2.1482
C 3.4179 -0.9019 -3.1286
C 2.1456 -1.1602 -2.6140
N 2.0202 -0.6402 -1.3439
H 3.4987 0.2107 -0.1553
H 5.0735 0.1900 -2.1434
H 3.8268 -1.3448 -4.0331
H 1.3000 -1.6488 -3.0794
O -0.0774 0.6203 2.0198
C 1.0547 0.3319 2.4503
N 1.8667 -0.4074 1.6894
S 3.3626 -0.6901 2.3556
O 3.6474 -2.0584 2.6277
O 4.2688 0.1018 1.5822
C 2.9145 0.1248 3.8969
C 3.6642 0.0515 5.0528
C 3.0465 0.7630 6.1586
C 1.7817 1.3573 6.0524
C 1.0180 1.2654 4.8990
C 1.6358 0.6993 3.8090
H 4.6386 -0.4453 5.1091
H 3.5242 0.7761 7.1333
H 1.3569 1.9148 6.8506
H 0.0402 1.6938 4.7229
C -5.9712 3.6201 -0.8024
C -4.8281 4.0872 -1.6892
C -4.5123 5.4544 -1.7811
C -3.3786 5.8905 -2.4739
C -2.6220 4.9573 -3.1956
N -1.4733 5.4474 -3.9429
C -0.2837 4.9705 -4.3585
O 0.4079 5.5500 -5.1780
N 0.0757 3.6842 -3.7961
C -0.0857 3.3592 -2.4340
C -0.1653 4.3890 -1.4893
C -0.3655 4.0322 -0.1782
C -0.4189 2.6627 0.1322
N -0.1087 1.6664 -0.7544
C 0.0110 1.9988 -2.0665
C -2.9774 3.6169 -3.2351
C -4.0827 3.2214 -2.4935
H -6.6622 3.1845 -1.4669
H -6.4153 4.4542 -0.2665
H -5.6043 2.8607 -0.0610
H -5.1161 6.1978 -1.2635
H -3.0354 6.9200 -2.4914
H -1.6452 6.3521 -4.3771
H 0.8003 3.1904 -4.3276
H -0.0223 5.3638 -1.8755
H -0.3345 4.7788 0.6393
H -0.4754 2.3586 1.1673
H 0.1876 1.2268 -2.8597
H -2.3534 2.8951 -3.7461
H -4.3974 2.1743 -2.4976
C -4.2533 -0.4276 -1.4200
C -3.1571 -0.3437 -0.4425
N -2.2530 -0.3195 0.2599
H -4.6122 -1.4589 -1.4053
H -3.8222 -0.0980 -2.3672
H -4.9976 0.2554 -1.0298
N -1.0942 -0.8543 -3.0510
C -0.7624 -0.9307 -1.9354
C -1.8953 -4.2128 -1.2271
Si -0.1328 -4.1653 -0.6535
C 0.4462 -5.5760 0.2760
C 1.0169 -4.0917 -2.1369
N -0.1407 -2.6660 0.3834
C -0.1839 -2.7270 1.8184
C -1.2714 -2.3556 2.6013
C -1.1906 -2.4578 3.9895
C -0.0474 -2.8957 4.6119
C 1.0637 -3.3121 3.8546
C 0.9204 -3.2565 2.4840
H -2.0192 -4.5250 -2.3003
H -2.3595 -3.2178 -1.0078
H -2.5189 -4.8924 -0.6963
H 0.1967 -6.4565 -0.3462
H 0.0923 -5.7591 1.3189
H 1.5656 -5.6115 0.2494
H 1.1848 -5.1193 -2.4212
H 2.0051 -3.7447 -1.9122
H 0.5050 -3.5848 -2.9800
H -2.2036 -2.0178 2.1492
H -2.0705 -2.2145 4.5271
H 0.0216 -2.8358 5.6699
H 1.9171 -3.7390 4.3459
H 1.7629 -3.5095 1.8819
```

relative energy (zero: lowest compared OMol25 entry of this formula, charge and spin)	3.3	kcal per mole
spin multiplicity	1
Kohn-Sham gap	0.28966	Eh
charge	+1
HOMO energy	-10.8284	eV

These are the Mulliken partial charges, in e, on atoms 1 to 8: Zr -0.49; Br -0.07; C 0.04; Br -0.09; H -0.20; H 0.38; N 0.08; C -0.46



A cluster of 2 separate species, C3H4OS2 in total in a non-equilibrium geometry, computed with ωB97M-V with the def2-TZVPD basis set.

XYZ file:
```
10
C3H4OS2, DFT ωB97M-V with the def2-TZVPD basis set
C -0.3806 0.3587 0.6192
C -1.0371 -0.9784 0.9398
C -0.5161 -1.7088 1.8709
S -0.1090 -2.5455 3.0737
H -1.2320 0.8327 0.0758
H 0.3497 0.0767 -0.0721
H 0.0545 1.0543 1.2956
H -1.8724 -1.2897 0.4820
O -2.8214 0.7958 2.1354
S -2.2743 2.1839 2.2310
```

relative energy (zero: lowest compared OMol25 entry of this formula, charge and spin)	97.7	kcal per mole
spin multiplicity	1
Kohn-Sham gap (spin up / spin down)	0.23378 / 0.23333	Eh
structure (SMILES)	CC=C=S.O=S
HOMO energy (spin up / spin down)	-8.0723 / -8.0354	eV

These are the natural (NBO) partial charges, in e, on atoms 1 to 8: C -0.62; C -0.37; C -0.06; S 0.16; H 0.22; H 0.22; H 0.22; H 0.24